[1]
The following is a quantum chemistry calculation of a 2-piece molecular cluster, C7H17N2S2 overall in a non-equilibrium geometry, from the Open Molecules 2025 dataset.

The geometry in XYZ format:
```
28
Properties=species:S:1:pos:R:3:forces:R:3:lowdin_charge:R:1
C 2.8385 0.0551 0.1611 0.83 1.04 -2.97 -0.32
C -1.5396 2.7098 -0.9304 0.14 -0.71 -2.28 -0.15
C -1.7879 -3.3481 -0.4886 2.40 -2.17 3.09 -0.15
C -1.3981 0.4588 2.0649 -1.15 -1.49 3.53 -0.08
C -0.1658 2.0282 -1.0567 1.38 4.08 2.35 -0.51
C -1.4658 -2.4423 0.6866 -0.07 -0.17 -0.25 -0.47
C -0.6559 0.1948 1.0429 2.79 0.76 -2.24 -0.86
N 3.5868 1.1240 0.1963 2.24 2.61 2.41 0.12
N 2.5442 -0.4875 -1.0049 -1.44 -2.03 -0.56 0.12
S 0.5094 1.5610 0.5739 -1.50 -0.94 0.21 0.85
S -0.2940 -1.2251 0.0429 -1.14 0.78 0.90 0.92
H -1.5838 3.5037 -0.2285 0.37 0.92 0.46 0.06
H -1.7491 3.0736 -1.9862 -0.19 -0.18 1.37 0.10
H -2.3329 2.0252 -0.6256 0.17 -0.26 -0.23 0.07
H -1.8772 -2.7869 -1.3122 -0.27 1.70 -3.36 0.02
H -0.9983 -4.1351 -0.5403 -0.20 0.83 -0.54 0.10
H -2.6285 -3.9359 -0.3541 -2.06 -0.82 0.48 0.06
H -1.8922 -0.2451 2.7824 -0.01 0.16 -1.45 0.10
H -1.2053 1.3534 2.6011 -0.18 1.15 -0.11 0.05
H 2.5314 -0.4391 1.0505 -0.19 -0.24 0.56 0.13
H 0.6670 2.8522 -1.3063 -1.89 -1.90 -0.24 0.12
H -0.1954 1.1967 -1.6638 0.25 -1.58 -1.66 0.02
H -0.9401 -2.9579 1.4607 0.14 -0.47 0.58 0.07
H -2.3434 -1.9875 1.1421 0.06 0.39 -0.29 0.09
H 3.9206 1.5175 1.1292 -0.90 -1.04 -1.70 0.17
H 3.8309 1.8028 -0.5570 -0.62 -1.52 0.45 0.16
H 1.7846 -1.2215 -0.8858 1.39 1.08 -0.71 0.05
H 2.8400 -0.2447 -1.9941 -0.37 0.02 2.19 0.18
```
Forces are in eV/Å.

As for the charge: +1. The calculation puts the HOMO energy at -0.443 Ha. The value obtained for the relative energy (zero: lowest compared OMol25 entry of this formula, charge and spin) is 37.82 kJ/mol.



[2]
The following is a quantum chemistry calculation of C7H16F6N9O11S2Zn as an isolated structure in a non-equilibrium geometry, from the Open Molecules 2025 dataset.

The geometry in XYZ format:
```
52
Properties=species:S:1:pos:R:3:forces:R:3:lowdin_charge:R:1
Zn -0.1222 -1.3942 0.5809 -1.89 1.19 0.85 0.66
C 0.8028 2.4579 -1.2717 0.27 -0.01 1.16 -0.65
F 0.5483 1.2650 -0.7324 -0.02 0.21 -0.21 0.10
F 2.1526 2.5911 -1.2557 0.05 -0.09 -0.69 0.08
F 0.3520 2.4268 -2.5178 0.23 0.38 -0.32 0.13
S 0.1908 3.8334 -0.1600 -1.04 -0.24 1.66 0.60
O 0.4589 3.2736 1.1345 -0.27 -0.36 -0.17 -0.30
O 0.9409 5.0319 -0.4247 -0.21 -0.32 -0.60 -0.31
N -1.4400 3.8214 -0.4444 2.27 1.03 -0.20 -0.26
S -1.7978 4.9195 -1.5358 -0.92 -0.20 -1.93 0.55
O -0.7348 5.3402 -2.4176 0.02 0.21 0.46 -0.33
O -2.9957 4.5446 -2.2457 -0.17 0.01 0.71 -0.31
C -2.3463 6.4747 -0.6018 0.16 -0.93 0.07 -0.66
F -1.8506 6.5374 0.6378 0.18 0.13 -0.10 0.12
F -1.9715 7.5650 -1.2718 -0.15 0.10 0.08 0.12
F -3.6766 6.4528 -0.4922 -0.03 0.34 -0.04 0.11
C -2.3438 -0.5407 1.3598 -0.41 1.26 -3.79 -0.89
O -3.5274 -0.1457 1.3686 0.35 -0.80 1.55 -0.07
O -1.8891 -1.7502 1.5238 -0.32 -1.65 1.49 -0.18
O -1.4284 0.2074 0.7454 1.03 0.15 0.59 -0.18
C 0.6614 -0.6919 3.6090 0.04 0.17 -0.06 -0.61
O 0.7692 -1.0276 2.4436 1.19 0.02 0.09 0.02
N 0.0966 -1.5131 4.5296 0.35 0.59 -0.34 0.18
N 1.1145 0.5031 4.1165 -0.27 -0.51 0.31 0.17
H 0.1536 -1.2100 5.4811 -0.38 -0.65 0.22 0.09
H -0.2842 -2.3678 4.1663 -0.44 0.04 0.32 0.11
H 1.9292 0.9647 3.7636 -0.29 0.17 -0.45 0.10
H 0.6999 0.8161 4.9740 0.24 0.24 0.02 0.09
C -1.0543 -1.2165 -2.4883 -0.15 -0.04 -0.78 -0.60
O -0.7104 -1.5993 -1.3850 0.20 -0.23 -0.51 0.02
N -2.1827 -1.7108 -3.0909 0.75 0.36 0.79 0.17
N -0.3606 -0.3599 -3.2861 0.27 -0.23 -0.12 0.18
H -2.2411 -1.6248 -4.0861 -0.59 -0.38 0.03 0.09
H -2.6523 -2.3719 -2.4970 -0.46 -0.11 -0.49 0.12
H 0.5154 0.0358 -3.0084 -0.16 0.11 0.38 0.08
H -0.7509 -0.0446 -4.1540 -0.06 0.19 0.12 0.10
C 2.9635 -1.1509 -0.0377 0.37 -0.03 -0.88 -0.60
O 1.7893 -1.4722 -0.1433 0.43 -0.06 -0.03 0.02
N 3.7898 -1.5526 0.9638 -0.27 -0.25 0.20 0.18
N 3.5810 -0.4326 -1.0183 0.09 0.04 0.31 0.18
H 3.5109 -2.3625 1.4870 -0.13 0.24 0.29 0.11
H 4.6913 -1.1419 1.1095 0.03 -0.06 -0.03 0.10
H 3.0393 -0.1528 -1.8137 -0.06 0.15 0.07 0.10
H 4.5812 -0.4451 -1.0826 -0.02 0.14 -0.13 0.10
C -0.2783 -4.5858 0.1532 0.67 -0.22 -1.01 -0.61
O 0.0640 -3.5417 0.6591 0.07 -0.32 0.51 0.04
N -0.1926 -4.8451 -1.1917 -0.31 -0.77 0.26 0.17
N -0.7299 -5.6864 0.8447 -0.31 0.34 0.50 0.15
H -0.6148 -5.7103 -1.4750 0.03 0.16 -0.43 0.09
H 0.2252 -4.2526 -1.8821 -0.04 0.43 0.31 0.10
H -0.5064 -6.6153 0.5431 -0.02 0.02 -0.06 0.09
H -0.9391 -5.5454 1.8171 0.10 0.03 0.02 0.11
```
Forces are in eV/Å.

As for the charge: -1. The calculation puts the HOMO energy at -0.116 Ha.



[3]
The following is a quantum chemistry calculation of one molecule with the formula C3H4Cl2F2 in a non-equilibrium geometry, from the Open Molecules 2025 dataset.

The geometry in XYZ format:
```
11
Properties=species:S:1:pos:R:3:forces:R:3:lowdin_charge:R:1
C 1.0701 -0.1616 0.7569 -3.20 -4.17 0.97 -0.07
C -0.4299 -0.0352 0.4015 0.90 2.76 0.41 -0.79
F -1.2221 -0.9475 0.9386 -0.09 -0.64 0.06 0.04
Cl -0.9370 1.6420 1.2304 0.10 -1.29 -0.90 0.56
C -0.6331 0.1340 -1.1085 0.26 1.02 -0.12 -0.72
F -1.9064 0.5229 -1.4326 0.73 -0.26 0.23 -0.03
Cl -0.2546 -1.3778 -1.9710 -0.11 0.18 0.21 0.68
H 1.6129 -0.5017 -0.0785 0.62 -1.18 -0.87 0.05
H 1.0499 -0.8603 1.6546 0.53 0.57 -1.32 0.13
H 1.5334 0.6725 1.0376 1.23 3.73 1.24 0.01
H 0.1167 0.9127 -1.4291 -0.97 -0.73 0.08 0.13
```
Forces are in eV/Å.

Its SMILES is C[C@@](F)(Cl)[C@H](F)Cl. The calculation puts the HOMO energy at -0.409 Ha. The value obtained for the relative energy (zero: lowest compared OMol25 entry of this formula, charge and spin) is 0.00 kJ/mol.



[4]
The following is a quantum chemistry calculation of an isolated ion of composition C6H9N3 and charge +2 in a non-equilibrium geometry, from the Open Molecules 2025 dataset.

The geometry in XYZ format:
```
18
Properties=species:S:1:pos:R:3:forces:R:3:lowdin_charge:R:1
C -2.3951 -0.7197 -0.0268 -0.07 -2.51 0.20 0.03
C -0.9116 0.8631 0.0987 -0.40 -0.13 0.75 0.05
C 1.3617 -0.8837 0.4148 -2.79 -1.25 2.85 -0.09
C -0.0161 -1.3565 -0.2724 2.54 -0.21 -2.64 -0.08
C 1.7319 0.4134 0.1688 -1.51 2.10 -0.61 0.18
C 2.3451 1.6076 -0.2077 0.16 1.70 1.22 0.01
N -2.0551 1.4480 0.2103 1.15 0.54 0.15 0.14
N -2.9535 0.4538 0.1511 -1.66 -0.45 -0.17 0.09
N -1.0571 -0.5047 0.0667 -1.65 1.58 -0.65 -0.08
H -2.8882 -1.7607 -0.2527 0.88 2.36 0.73 0.23
H 2.1032 -1.4446 -0.0361 2.14 -1.72 -0.97 0.14
H 1.2882 -1.2978 1.5071 0.64 1.25 -1.35 0.24
H 0.2958 -1.1382 -1.3902 -1.24 -1.35 1.82 0.19
H -0.2995 -2.3873 0.0001 0.70 0.33 -0.45 0.17
H 3.4565 1.6325 -0.2727 -0.37 -0.31 0.61 0.14
H 1.9452 2.3718 0.7097 0.89 -1.62 -2.00 0.26
H 2.0229 2.0917 -1.1755 -0.51 -0.47 0.89 0.16
H -3.9744 0.6115 0.3071 1.09 0.16 -0.38 0.23
```
Forces are in eV/Å.

As for the charge: +2. The calculation puts the HOMO energy (alpha / beta) at -0.674 / -0.718 Ha. The value obtained for the relative energy (zero: lowest compared OMol25 entry of this formula, charge and spin) is 474.46 kJ/mol.



[5]
The following is a quantum chemistry calculation of a 11-piece molecular cluster, C16H56BF4N4O10 overall in a non-equilibrium geometry, from the Open Molecules 2025 dataset.

The geometry in XYZ format:
```
91
Properties=species:S:1:pos:R:3:forces:R:3:lowdin_spin:R:1
B 0.3268 0.2911 0.3897 -2.12 0.33 3.56 0.00
F 0.5077 -0.8908 -0.2253 0.89 -2.60 -1.87 0.00
F -0.7982 0.8903 -0.0586 -1.18 1.27 -2.40 0.00
F -0.0505 0.0561 1.7151 0.69 -0.92 1.35 0.00
F 1.4525 1.0447 0.3804 0.94 1.02 -1.71 0.00
C -3.4977 2.4856 4.7064 -0.75 0.17 0.06 0.00
C -2.9137 1.2505 4.0178 -2.07 1.12 -0.85 0.00
C -3.2867 1.1247 2.4814 -0.31 -0.04 0.97 0.00
O -4.7317 1.1077 2.2217 1.48 0.23 0.39 0.00
C -5.0851 0.7388 0.9100 -0.65 -0.64 -0.12 0.00
N -1.5041 1.2138 4.2610 0.51 -0.46 0.11 0.00
H -3.2019 2.6546 5.7417 0.50 -0.63 0.13 0.00
H -4.5675 2.2915 4.7834 -0.26 0.53 -0.29 0.00
H -3.2806 3.4521 4.2516 -0.10 -0.18 -0.54 0.00
H -3.4549 0.4398 4.5056 0.03 -0.59 -0.09 0.00
H -2.8458 0.1616 2.2242 -0.08 -0.20 -0.52 0.00
H -2.7973 1.9042 1.8975 -0.02 0.14 -0.05 0.00
H -4.7265 -0.2481 0.6174 0.53 -0.23 0.17 0.00
H -4.8559 1.4113 0.0834 0.52 0.56 0.31 0.00
H -6.1678 0.6177 0.8737 -0.14 0.22 0.32 0.00
H -1.0123 0.5890 3.6383 0.13 -0.08 -0.31 0.00
H -1.4771 0.7779 5.1717 0.76 0.13 0.29 0.00
C -1.6103 6.4776 0.6577 0.66 -0.04 0.79 0.00
C -2.0166 6.6088 -0.8043 0.28 -1.49 1.56 0.00
C -1.8166 5.2869 -1.5832 -0.31 0.30 0.49 0.00
O -2.6646 4.1577 -1.0777 1.72 1.89 -0.78 0.00
C -2.5359 2.9844 -1.8645 -1.35 -0.08 -0.42 0.00
N -3.4147 6.9680 -0.8383 -0.81 0.15 -0.66 0.00
H -0.6357 6.0600 0.9105 0.33 -0.04 -0.60 0.00
H -2.2914 5.8244 1.2032 -0.33 0.12 -0.08 0.00
H -1.6102 7.4673 1.1144 -0.26 0.07 0.16 0.00
H -1.3954 7.3808 -1.2585 -0.07 -0.10 -0.37 0.00
H -0.7605 5.0176 -1.5680 0.04 -0.27 0.25 0.00
H -2.0236 5.6494 -2.5900 -0.64 -1.05 -0.50 0.00
H -3.5286 2.5347 -1.8418 -0.18 -0.20 0.13 0.00
H -1.8586 2.2001 -1.5265 0.47 0.58 0.23 0.00
H -2.3976 3.2024 -2.9235 0.46 0.18 -0.04 0.00
H -3.9033 6.2357 -0.3433 -0.26 -0.32 -0.15 0.00
H -3.6162 7.7861 -0.2812 0.30 0.33 -0.03 0.00
C 5.3191 -3.3075 -0.2982 -0.16 -0.16 -0.73 0.00
C 4.7465 -2.4207 0.7616 0.24 -0.16 2.47 0.00
C 3.4884 -3.0544 1.4645 -0.81 0.92 -0.75 0.01
O 2.8350 -2.2046 2.4339 1.85 -1.23 0.14 0.00
C 1.7197 -2.7814 3.0875 -0.52 1.12 -0.24 0.00
N 5.7697 -2.1893 1.8137 -0.79 0.53 -0.38 0.03
H 4.5348 -3.5304 -1.0216 0.01 -0.34 -0.21 0.00
H 5.7453 -4.2299 0.0964 -0.32 -0.16 0.19 0.00
H 6.1402 -2.8545 -0.8539 -0.12 0.37 0.15 0.00
H 4.4887 -1.4211 0.4117 -0.19 -0.06 -0.31 0.00
H 3.7525 -4.0201 1.8956 0.02 -0.10 0.15 0.00
H 2.6884 -3.1663 0.7327 -0.03 -0.64 -0.69 0.00
H 1.4870 -2.0718 3.8814 0.01 -0.23 0.21 0.00
H 1.8315 -3.7850 3.4980 0.36 -0.05 -0.20 0.00
H 0.8816 -2.6959 2.3958 -0.32 -0.54 -0.06 0.00
H 6.0845 -3.0428 2.2526 0.06 -0.42 -0.20 0.00
H 5.2209 -1.7266 2.5243 0.39 0.54 0.54 0.00
C 2.1092 -3.9235 -4.2655 -1.40 0.13 0.04 0.02
C 0.8926 -3.3326 -3.4474 2.56 1.66 -0.36 0.06
C -0.1892 -4.3312 -3.1056 -0.81 -1.90 -0.72 0.05
O -0.7629 -4.8532 -4.3293 1.66 1.21 0.29 0.03
C -1.4060 -6.1094 -4.3117 -1.13 -0.14 1.00 0.01
N 1.4145 -2.8384 -2.1271 -2.57 -2.06 -1.05 0.55
H 2.4823 -4.8415 -3.8114 -0.04 0.04 0.24 0.00
H 2.9379 -3.2298 -4.4071 -0.27 0.17 0.18 0.00
H 1.7107 -4.2049 -5.2402 0.08 0.06 -0.01 0.00
H 0.3902 -2.4703 -3.8858 0.44 0.02 -0.49 0.00
H -0.9097 -3.8066 -2.4781 -0.43 -0.32 0.00 0.00
H 0.2861 -5.1514 -2.5676 -0.19 -0.26 0.37 0.00
H -0.8924 -7.0365 -4.0575 1.14 0.37 0.15 0.00
H -1.8304 -6.3112 -5.2952 -0.10 0.53 0.08 0.00
H -2.1674 -6.0103 -3.5380 -0.60 -0.36 -0.26 0.00
H 0.6993 -2.3774 -1.5831 -0.14 1.68 0.24 0.01
H 1.5441 -3.6671 -1.5645 1.63 -0.37 0.50 0.02
O 0.3961 3.5222 0.6831 0.02 0.53 0.02 0.00
H -0.4841 3.5070 0.3072 -0.37 0.01 -0.03 0.00
H 0.6996 2.6165 0.6203 0.15 0.16 0.07 0.00
O -0.2027 0.2977 -2.9606 0.30 -0.41 -0.43 0.00
H -0.2174 0.2173 -2.0069 -0.16 0.25 0.45 0.00
H -1.0134 -0.1214 -3.2493 -0.33 0.11 -0.15 0.00
O -2.2424 -2.2865 -0.6095 0.13 -0.58 -0.29 0.00
H -2.2098 -1.7613 -1.4092 -0.17 0.31 -0.10 0.00
H -1.8835 -1.7139 0.0684 0.15 0.34 0.34 0.00
O 2.9112 -0.4524 -2.0417 0.22 0.21 -0.48 0.19
H 2.7193 -1.3873 -2.1150 0.27 -0.85 0.10 0.00
H 2.3091 -0.1359 -1.3683 -0.24 0.48 0.53 0.00
O 4.6645 2.0520 0.9558 0.38 0.65 -0.54 0.00
H 5.2938 1.4411 0.5725 0.16 -0.10 -0.04 0.00
H 4.1310 1.5122 1.5392 -0.09 -0.37 0.51 0.00
O 2.9893 0.3575 2.1854 0.63 0.34 0.56 0.00
H 2.6658 -0.5256 2.3631 0.18 -0.29 0.12 0.00
H 2.4795 0.6526 1.4309 -0.07 0.16 0.24 0.00
```
Forces are in eV/Å.

As for the expectation value of S²: 0.7575. The spin multiplicity is 2. The calculation puts the HOMO energy (alpha / beta) at -0.315 / -0.315 Ha. The value obtained for the relative energy (zero: lowest compared OMol25 entry of this formula, charge and spin) is 129.13 kJ/mol.



[6]
The following is a quantum chemistry calculation of C3H8N2 as an isolated structure in a non-equilibrium geometry, from the Open Molecules 2025 dataset.

The geometry in XYZ format:
```
13
Properties=species:S:1:pos:R:3:forces:R:3:lowdin_charge:R:1
C 0.1195 0.3988 -0.0097 -4.50 -1.92 0.36 -0.40
C 0.5204 0.4989 1.4316 -0.49 -0.19 0.10 -0.10
C 0.8424 -0.4633 -0.8840 5.14 3.37 -0.99 -0.14
N -1.4375 -0.7004 -0.1084 0.21 1.93 0.53 -0.04
N -2.1208 -0.3899 -1.0764 0.42 0.78 0.75 -0.04
H -0.2000 1.3407 -0.4564 -0.17 -0.21 0.01 0.11
H -3.0615 -0.8515 -1.0593 0.82 -0.54 0.00 0.05
H 1.0019 -0.4121 1.7936 0.02 0.07 -0.11 0.08
H -0.3795 0.6541 2.0358 0.14 0.08 0.00 0.07
H 1.1855 1.3506 1.5951 0.01 -0.08 -0.06 0.08
H 1.1920 -1.4063 -0.4705 -0.01 0.14 -0.05 0.07
H 0.5135 -0.4910 -1.9199 -0.13 -0.13 0.19 0.06
H 1.8240 0.4713 -0.8715 -1.46 -3.30 -0.72 0.18
```
Forces are in eV/Å.

The calculation puts the HOMO energy at -0.281 Ha. The value obtained for the relative energy (zero: lowest compared OMol25 entry of this formula, charge and spin) is 448.49 kJ/mol.